(1)
# C17H22ClI2NO7

2 unconnected molecules or ions with the total composition C17H22ClI2NO7 (ωB97M-V with the def2-TZVPD basis set, the OMol25 dataset).

The calculation puts the HOMO energy at -5.78 eV. As for the HOMO-LUMO gap: 2.84 eV. As for the largest force on an atom: 9.1 eV Å⁻¹.

Last column: Mulliken charge in e.
CARTESIAN COORDINATES (ANGSTROEM)
C (0.861, -4.810, 1.730)  -0.99
C (0.465, -3.770, 0.482)  0.24
I (0.459, -4.692, -1.529)  0.03
C (0.132, -2.335, 0.694)  -0.83
I (0.126, -1.607, 2.803)  0.09
C (-0.231, -1.259, -0.532)  0.57
C (0.905, -0.900, -1.659)  0.70
C (2.422, -1.513, -1.754)  0.06
O (2.698, -2.325, -2.809)  -0.50
O (3.543, -1.238, -0.842)  -0.29
C (4.345, -0.177, -1.537)  -0.29
O (3.520, 1.037, -1.694)  -0.22
C (4.039, 2.165, -0.902)  -0.40
O (3.761, 1.986, 0.540)  -0.31
C (2.323, 1.791, 0.799)  0.28
C (2.030, 2.488, 2.290)  -0.47
O (2.804, 1.675, 3.262)  -0.45
C (0.474, 0.201, -2.819)  -0.48
C (-1.011, 0.897, -2.825)  -0.32
N (-2.034, 0.523, -1.731)  0.11
C (-1.718, -0.500, -0.622)  0.33
C (-2.858, -0.831, 0.510)  -0.64
C (-4.400, -0.456, 0.060)  -0.59
C (-4.965, 0.934, 0.736)  -0.63
C (-5.484, 2.057, -0.351)  0.51
O (-5.448, 1.935, -1.680)  -0.57
O (-6.063, 3.322, 0.209)  -0.47
H (1.423, -5.782, 1.325)  0.33
H (1.619, -4.284, 2.479)  0.32
H (-0.094, -5.172, 2.320)  0.28
H (4.678, -0.533, -2.614)  0.31
H (5.362, 0.055, -0.956)  0.35
H (3.461, 3.157, -1.230)  0.30
H (5.186, 2.406, -1.102)  0.30
H (1.619, 2.281, 0.002)  0.25
H (2.016, 0.657, 0.890)  -0.21
H (2.547, 3.541, 2.244)  0.26
H (0.886, 2.530, 2.553)  0.21
H (2.394, 0.742, 3.299)  0.21
H (1.265, 0.492, -3.631)  0.35
H (-1.244, 1.680, -3.663)  0.35
H (-2.953, 1.040, -1.797)  0.17
H (-2.875, -1.976, 0.829)  0.32
H (-2.568, -0.229, 1.495)  0.31
H (-5.096, -1.331, 0.474)  0.36
H (-4.550, -0.494, -1.124)  0.49
H (-5.862, 0.766, 1.494)  0.35
H (-4.059, 1.442, 1.321)  0.31
H (-5.990, 4.041, -0.513)  0.37
Cl (2.137, 0.373, 5.077)  -0.75

---

(2)
# C17H22ClN4O8Pd

A molecular structure, C17H22ClN4O8Pd (ωB97M-V with the def2-TZVPD basis set, the OMol25 dataset).

The calculation puts the HOMO energy at -4.97 eV. As for the HOMO-LUMO gap: 7.09 eV. Its charge is -1. As for the largest force on an atom: 1.7 eV Å⁻¹.

Last column: Mulliken charge in e.
CARTESIAN COORDINATES (ANGSTROEM)
Pd (-0.460, 0.978, -1.168)  0.71
N (-2.225, 0.788, 0.050)  -0.44
C (-2.506, 1.979, 0.865)  -0.42
C (-2.684, 3.202, -0.026)  -0.70
C (-1.356, 3.844, -0.448)  0.52
O (-1.088, 4.959, -0.003)  -0.73
O (-0.626, 3.168, -1.256)  -0.63
H (-2.934, 0.651, -0.664)  0.39
H (-2.127, -0.051, 0.610)  0.21
H (-1.667, 2.124, 1.548)  0.27
H (-3.409, 1.828, 1.464)  0.44
H (-3.259, 3.962, 0.500)  0.31
H (-3.226, 2.907, -0.930)  0.30
C (0.379, -4.588, 3.296)  -1.30
C (-0.328, -3.306, 3.636)  0.83
C (-1.459, -3.288, 4.433)  -0.73
C (-2.081, -2.087, 4.747)  0.18
Cl (-3.514, -2.101, 5.744)  -0.26
C (-1.578, -0.892, 4.282)  -0.91
C (-0.444, -0.893, 3.475)  -0.60
C (0.174, -2.093, 3.141)  0.79
O (1.279, -2.201, 2.364)  -0.46
C (1.801, -1.018, 1.776)  -0.93
C (0.860, -0.357, 0.764)  1.27
O (0.247, -1.095, -0.043)  -0.78
O (0.779, 0.896, 0.812)  -0.62
H (-0.153, -5.445, 3.707)  0.39
H (1.395, -4.579, 3.697)  0.29
H (0.466, -4.703, 2.215)  0.28
H (-1.861, -4.217, 4.815)  0.34
H (-2.054, 0.043, 4.547)  0.44
H (-0.052, 0.053, 3.122)  0.50
H (2.692, -1.339, 1.238)  0.34
H (2.082, -0.287, 2.537)  0.34
O (-2.609, 0.924, -4.862)  -0.69
N (-2.043, 0.798, -3.781)  0.94
O (-0.785, 0.817, -3.705)  -0.53
O (-2.699, 0.633, -2.721)  -0.63
C (2.883, -1.299, -4.826)  -1.34
C (2.553, -0.229, -3.842)  0.80
C (3.020, 1.061, -3.698)  -1.11
C (2.310, 1.610, -2.611)  0.51
N (1.488, 0.694, -2.120)  0.19
N (1.646, -0.406, -2.870)  0.10
C (2.362, 2.976, -2.015)  -1.23
H (3.772, -1.028, -5.392)  0.35
H (2.059, -1.439, -5.528)  0.28
H (3.068, -2.251, -4.326)  0.33
H (3.767, 1.549, -4.302)  0.41
H (1.069, -1.207, -2.679)  0.18
H (3.271, 3.496, -2.315)  0.39
H (2.312, 2.907, -0.929)  0.22
H (1.489, 3.551, -2.324)  0.18

---

(3)
# C17H22F4N3O6S3

2 unconnected molecules or ions with the total composition C17H22F4N3O6S3 (ωB97M-V with the def2-TZVPD basis set, the OMol25 dataset).

The calculation puts the HOMO energy at -6.66 eV. As for the HOMO-LUMO gap: 7.28 eV. Its charge is -1. As for the largest force on an atom: 5.5 eV Å⁻¹.

Last column: Mulliken charge in e.
CARTESIAN COORDINATES (ANGSTROEM)
C (4.843, -2.524, 0.130)  -0.89
C (3.438, -2.466, -0.697)  -0.38
C (2.779, -1.010, -0.713)  0.59
O (3.271, -0.135, 0.067)  -0.57
O (1.716, -0.580, -1.559)  -0.22
C (0.539, -1.415, -1.436)  -0.95
C (-0.118, -1.449, 0.030)  0.28
C (-1.142, -0.260, 0.338)  0.03
C (-2.444, -0.576, 1.164)  0.20
C (-2.824, -2.026, 1.720)  -1.01
C (-3.825, -2.760, 0.695)  -0.45
C (-3.573, -4.333, 0.522)  -0.31
F (-3.956, -5.097, 1.688)  -0.32
C (-3.447, 0.623, 1.514)  -0.65
C (-3.202, 2.103, 1.083)  0.66
C (-4.175, 3.321, 1.460)  -1.10
C (-3.893, 3.782, 2.995)  0.39
C (-2.337, 4.094, 3.284)  -0.83
F (-4.721, 4.930, 3.347)  -0.37
C (-1.916, 2.459, 0.236)  0.00
N (-1.467, 3.727, -0.270)  -0.63
S (0.017, 3.475, -1.085)  0.17
N (0.159, 1.780, -0.806)  -0.25
C (-0.957, 1.241, -0.079)  0.58
H (4.794, -1.894, 1.100)  0.26
H (5.077, -3.601, 0.490)  0.31
H (5.696, -2.080, -0.503)  0.19
H (2.779, -3.284, -0.226)  0.27
H (3.665, -2.821, -1.778)  0.29
H (0.810, -2.509, -1.719)  0.36
H (-0.256, -1.066, -2.186)  0.37
H (-0.733, -2.432, 0.087)  -0.24
H (0.628, -1.498, 0.896)  0.32
H (-1.828, -2.597, 1.878)  0.35
H (-3.306, -1.961, 2.763)  0.45
H (-3.634, -2.287, -0.347)  0.34
H (-4.934, -2.602, 0.950)  0.37
H (-2.480, -4.572, 0.259)  0.20
H (-4.200, -4.725, -0.371)  0.27
H (-4.380, 0.386, 2.150)  0.27
H (-4.000, 4.267, 0.826)  0.31
H (-5.265, 3.011, 1.285)  0.38
H (-4.191, 2.939, 3.720)  0.19
H (-2.278, 5.096, 3.830)  0.32
H (-1.706, 4.186, 2.332)  0.19
H (-1.836, 3.281, 3.928)  0.24
N (5.342, 1.196, -2.736)  -0.26
S (6.395, 0.333, -3.526)  1.13
O (7.335, 1.042, -4.365)  -0.63
O (5.973, -0.968, -3.997)  -0.60
F (7.346, -0.089, -2.308)  -0.28
S (4.272, 1.834, -3.695)  1.15
O (3.490, 2.882, -3.071)  -0.65
O (3.519, 0.951, -4.556)  -0.59
F (5.142, 2.675, -4.734)  -0.27

---

Which lowest unoccupied orbital energy belongs to each record? In order, -2.93 2.12 0.63 eV.